C47H112CsN8O12S | the ωB97M-V functional and the def2-TZVPD basis

Element x y z (Å)
Cs 0.1317 -0.1301 0.2558
S -3.5832 -0.4828 1.0467
O -1.8528 4.2451 3.9021
O -0.3161 -1.7222 -4.0879
O -3.5760 0.9386 1.2402
O 5.5868 4.3137 1.7872
O -5.4239 -5.2240 -1.9510
O 5.6917 -3.1026 2.5772
O -2.8920 3.2530 -3.1587
O 3.0618 -1.0993 -1.6087
O -0.5467 -2.5942 2.6447
O -4.9109 -0.9874 1.1349
O -2.6085 -1.1624 1.8221
O -3.2293 -0.6103 -0.3707
N -0.7215 -3.5631 3.6784
N -1.7026 2.1036 -0.9386
N -2.3415 -3.2360 -1.4555
N 2.2222 -2.2819 1.3791
N 4.4234 5.1728 1.9757
N -0.7049 0.7923 3.2249
N -0.8907 -1.4161 -5.3653
N 1.3203 0.7604 -3.0947
C -2.8933 -0.5778 -6.5682
C -2.3924 -1.4988 -7.7432
C -1.3331 3.1199 3.2336
C -4.6673 -4.0721 -1.6346
C 4.2678 -3.2064 2.5550
C 6.4432 -3.2330 1.3814
C -0.7871 -1.3100 -7.8880
C -1.7469 -5.3219 5.7186
C -2.9251 -4.5045 2.9214
C 2.2987 5.7444 3.2884
C -0.9343 -2.9870 5.0422
C 2.5569 3.2617 2.5474
C -6.7744 -4.9393 -1.4710
C -2.2176 -2.1166 5.0875
C 3.9403 -2.0140 -2.2028
C 3.3225 0.2553 -1.8336
C 0.0339 -1.7470 -6.5822
C 3.4453 4.9616 -0.2842
C -1.8311 -0.2312 -5.4373
C -3.7333 3.7480 -4.0995
C -3.0623 3.8576 -1.8573
C -1.4235 -5.8550 4.3675
C -0.8023 -5.4007 1.9836
C -1.4412 -4.7645 3.2150
C 0.2636 -2.1341 5.3545
C 5.1013 6.7227 0.0585
C -3.1764 -4.2160 -2.0596
C -0.7242 4.4293 -0.7600
C -2.6442 -0.0505 -4.1267
C 0.1740 -3.2764 -6.5465
C 1.4483 -1.0263 -6.5862
C 1.7709 6.4535 2.0792
C -1.9939 3.4807 -0.7985
C -1.1086 1.8754 4.0415
C 4.1140 4.4500 4.2989
C 3.1631 1.9567 -3.9604
C -0.8936 -4.1184 6.0945
C 3.3522 4.6762 2.9481
C 2.9792 6.9530 1.1270
C -3.1322 4.1748 4.5655
C -0.1317 2.1340 5.2014
C 2.6962 0.6765 -3.3074
C 3.5632 -1.9396 1.9305
C -1.1126 1.1315 -5.7458
C -2.5436 -5.5535 -1.5955
C 3.2454 -0.7574 2.9831
C 3.9777 5.8816 0.7233
H -6.7318 -4.8261 -0.3877
H -7.4884 -5.7096 -1.7623
H -3.6420 -4.8848 3.6491
H -0.7800 -3.7859 -6.6819
H -0.0011 4.2460 0.0348
H 0.2841 -5.4892 1.9846
H 2.9579 -0.1853 -3.9213
H -1.4128 -3.7321 6.9716
H 4.4100 0.3284 -1.8470
H -3.9773 4.8101 -4.1224
H -3.2119 -0.9281 -3.8175
H -3.0274 0.3241 -7.1653
H -3.1493 -6.3400 -2.0456
H -0.6834 1.1700 -6.7470
H -5.1710 -3.2381 -2.1233
H -3.1801 -3.4785 2.6561
H 1.0650 7.2346 2.3614
H 4.9986 -1.7566 -2.1608
H 0.9327 -3.6531 -7.2325
H 3.2646 5.5520 -1.1825
H -4.0379 3.6926 -1.3999
H 4.0798 -4.1189 1.9892
H -1.1274 -6.3691 1.6032
H -3.7841 3.3799 4.2031
H -0.4895 3.3072 2.5693
H 2.4168 7.1502 0.2143
H 1.5575 -2.5753 2.0807
H -0.9805 -4.6851 1.1810
H 6.2748 4.9051 2.1009
H 2.5695 4.4774 0.1479
H -2.3761 -1.6128 4.1340
H 3.5048 7.7647 1.6299
H 0.4328 1.2641 5.5372
H 6.0129 6.2058 -0.2411
H -2.9262 4.9316 -1.9842
H -2.5597 1.5767 -0.8499
H 4.1469 -1.5648 1.0898
H 0.5976 2.7735 4.7041
H -2.0372 -1.2887 5.7731
H -3.0939 -2.7200 5.3247
H -7.2007 -4.0138 -1.8580
H -3.1418 3.8783 5.6143
H 2.8289 -1.1112 3.9262
H 0.9030 1.0624 -3.9634
H 4.8459 3.6614 4.1238
H 1.7995 -1.3942 -5.6221
H -3.4984 3.4300 -5.1153
H 3.0637 2.5669 1.8776
H -2.1076 2.8606 2.5118
H 3.8925 -1.9963 -3.2916
H -0.3799 -1.9247 -8.6908
H -1.0199 5.4724 -0.6476
H -2.8185 -5.1842 5.8630
H -1.3775 -2.1140 2.6153
H -1.7087 2.0429 -5.6982
H -1.6249 2.0477 -1.9440
H -0.9771 -0.0297 3.7449
H 4.8250 5.2344 4.5579
H 1.1371 -0.2202 -2.9368
H 3.2867 1.9203 -5.0428
H 1.5774 5.5293 4.0768
H 1.2028 -2.6622 5.1899
H 4.2328 2.0081 -3.7577
H 2.7567 6.5934 3.7959
H -3.8385 -0.8697 -6.1106
H 2.6031 -0.0247 2.4946
H 2.4134 -3.0384 0.7379
H -4.7260 3.3372 -3.9156
H -0.6064 2.8848 5.8330
H 6.3268 -4.2911 1.1467
H 3.8917 -3.3006 3.5737
H 2.8036 0.8258 -1.0633
H 0.5099 -3.5474 -5.5456
H -3.1127 -4.3299 -3.1418
H 2.5938 2.8721 -3.7989
H 1.5987 3.4559 2.0654
H -4.8036 -3.7239 -0.6107
H -2.8370 -2.3688 -1.3057
H 4.6394 7.1891 -0.8117
H -3.7308 5.0556 4.3332
H -0.1684 4.3318 -1.6926
H 1.2635 5.7257 1.4461
H -1.3842 0.5265 2.5264
H -0.7669 -2.5101 -3.7754
H 5.9400 -2.6482 0.6114
H -0.6409 -0.2620 -8.1498
H -2.0149 1.5894 4.5753
H -2.5776 -5.7639 -0.5266
H -2.6833 -2.5260 -7.5232
H 7.4950 -3.0013 1.5489
H 0.1243 -4.3895 6.3748
H 1.9478 -1.5099 -7.4256
H -2.5495 3.5880 0.1331
H -1.9506 0.0887 -3.2975
H -0.5368 -6.4704 4.5196
H -1.5356 -5.5631 -2.0102
H 5.3993 7.6205 0.6000
H -3.2506 0.8449 -3.9903
H 0.1678 -1.7086 6.3534
H 3.9246 -3.0444 -1.8477
H -0.3448 1.1616 -4.9727
H 3.4566 4.0633 5.0776
H -2.2627 -3.4431 -0.4701
H 4.0865 4.1402 -0.6040
H 4.1167 -0.2363 3.3797
H -2.8586 -1.2755 -8.7028
H -1.5558 -6.1081 6.4490
H -3.2002 -5.0115 1.9966
H 0.2383 -1.3405 4.6077
H -2.2088 -6.5784 4.1484
H 2.2997 2.6624 3.4208
H 1.3014 0.0533 -6.5536

Summary:
**Orbital gap**: 5.77 eV
**E_tot**: -98420.72245 eV
**HOMO energy**: -4.1 eV
**Charge**: -1
**Lowest unoccupied orbital energy**: 1.7 eV